[1]
Below is a molecular structure, C51H59NO3P2SSbSc in a non-equilibrium geometry, with properties calculated with ωB97M-V/def2-TZVPD.

Each line ends with the Löwdin spin population.
Geometry (Å):
Sc  11.387  11.532  15.497  0.00
N  12.220  13.410  16.461  0.02
C  11.023  14.256  16.736  0.01
C  9.885  13.915  15.793  0.00
O  8.675  14.539  16.155  0.00
O  9.784  12.513  15.782  0.00
H  12.499  13.051  17.371  0.00
H  12.976  13.974  16.129  0.01
H  11.306  15.292  16.683  0.00
H  10.684  14.121  17.772  0.00
O  11.945  10.123  11.899  0.00
C  12.404  8.831  11.865  0.00
C  12.903  8.251  10.722  0.00
C  13.337  6.935  10.763  0.00
C  13.226  6.159  11.901  0.00
C  12.800  6.756  13.089  0.00
C  12.367  8.106  13.097  0.00
P  11.807  8.895  14.689  0.00
C  11.651  7.453  15.779  0.00
C  10.415  6.781  15.921  0.00
C  10.305  5.626  16.671  0.00
C  11.434  5.159  17.299  0.00
C  12.672  5.783  17.175  0.00
C  12.757  6.888  16.361  0.00
C  13.313  9.717  15.268  0.00
C  13.380  10.203  16.708  0.00
C  14.512  11.197  16.986  0.00
C  15.430  11.610  15.909  0.00
C  15.273  11.105  14.660  0.00
C  14.219  10.189  14.378  0.00
C  11.508  10.911  10.834  0.00
C  11.169  10.371  9.568  0.00
C  10.778  11.259  8.566  0.00
C  10.536  12.598  8.841  0.00
C  10.788  13.088  10.118  0.00
C  11.288  12.273  11.168  0.00
P  11.594  12.948  12.841  0.00
C  9.972  13.616  13.232  0.00
C  8.857  13.232  12.599  0.00
C  7.527  13.664  13.082  0.00
C  7.355  14.535  14.080  0.00
C  8.484  15.122  14.813  0.00
C  9.843  14.540  14.415  0.00
C  12.690  14.449  12.631  0.00
C  12.231  15.562  11.874  0.00
C  13.016  16.676  11.644  0.00
C  14.278  16.707  12.207  0.00
C  14.763  15.642  12.943  0.00
C  13.996  14.495  13.121  0.00
H  12.916  8.829  9.836  0.00
H  13.733  6.448  9.872  0.00
H  13.661  5.142  11.850  0.00
H  12.779  6.246  14.014  0.00
H  9.505  7.171  15.414  0.00
H  9.456  5.000  16.686  0.00
H  11.325  4.255  17.895  0.00
H  13.536  5.266  17.620  0.00
H  13.721  7.385  16.222  0.00
H  11.574  9.343  17.492  0.00
H  14.317  11.984  17.744  0.00
H  16.149  12.348  16.085  0.00
H  15.930  11.388  13.856  0.00
H  14.122  9.847  13.320  0.00
H  11.134  9.328  9.353  0.00
H  10.596  10.842  7.563  0.00
H  10.098  13.239  8.093  0.00
H  10.633  14.139  10.351  0.00
H  8.924  12.640  11.695  0.00
H  6.615  13.325  12.610  0.00
H  6.408  14.874  14.422  0.00
H  8.450  16.203  14.845  0.00
H  10.607  15.336  14.272  0.00
H  11.184  15.555  11.584  0.00
H  12.649  17.513  11.021  0.00
H  14.873  17.642  12.064  0.00
H  15.744  15.741  13.435  0.00
H  14.360  13.648  13.677  0.00
S  14.767  9.515  17.738  0.00
C  12.003  10.329  17.334  0.00
C  11.604  11.351  22.136  0.00
C  12.389  10.842  20.861  0.00
C  13.633  11.734  20.786  0.00
C  12.745  9.336  21.004  0.00
Sb  11.194  11.446  19.067  0.00
C  9.492  10.105  19.267  0.00
C  9.700  8.633  18.952  0.00
C  8.436  10.738  18.333  0.00
C  8.944  10.204  20.660  0.00
C  14.025  16.070  17.264  0.58
C  14.099  16.650  15.901  0.09
C  13.198  16.790  18.277  0.08
C  15.242  15.331  17.694  0.08
H  12.354  11.445  22.916  0.00
H  10.771  10.734  22.509  0.00
H  11.218  12.353  21.966  0.00
H  14.212  11.578  21.718  0.00
H  13.447  12.806  20.798  0.00
H  14.268  11.360  19.990  0.00
H  13.400  9.022  21.783  0.00
H  13.276  8.984  20.086  0.00
H  11.817  8.795  21.101  0.00
H  9.921  8.537  17.928  0.00
H  8.795  8.056  19.105  0.00
H  10.472  8.072  19.460  0.00
H  8.728  10.605  17.271  0.00
H  8.312  11.805  18.499  0.00
H  7.494  10.241  18.491  0.00
H  9.584  9.635  21.300  0.00
H  7.957  9.722  20.705  0.00
H  8.916  11.224  21.085  0.00
H  14.377  15.970  15.137  0.01
H  14.784  17.546  15.897  0.04
H  13.130  17.045  15.603  0.00
H  12.419  17.353  17.727  0.00
H  13.745  17.462  18.895  0.02
H  12.670  16.088  18.907  0.02
H  15.635  14.684  16.896  0.01
H  15.076  14.757  18.581  0.00
H  16.099  15.985  17.899  0.03

The spin multiplicity is 2. The value obtained for the HOMO energy (alpha / beta) is -9.688 / -9.834 eV. As for the total energy: -118118.6733 eV. Its charge is +1. The lowest unoccupied orbital energy (alpha / beta) is -2.76 / -2.76 eV.


[2]
Below is a single C51H60N4O11 molecule, with properties calculated with ωB97M-V/def2-TZVPD.

Each line ends with the natural charge from an NBO analysis.
Geometry (Å):
C  1.700  -3.355  5.781  -0.61
C  2.964  -3.849  5.089  -0.40
C  2.801  -3.938  3.572  -0.40
C  2.939  -2.576  2.885  -0.23
N  2.523  -2.638  1.502  -0.63
C  3.266  -3.223  0.561  0.68
O  4.392  -3.656  0.730  -0.65
C  2.573  -3.366  -0.810  -0.16
C  2.093  -2.085  -1.458  0.04
C  2.371  -0.817  -0.989  -0.18
C  1.921  0.321  -1.661  -0.16
C  1.174  0.187  -2.843  0.32
C  0.908  -1.094  -3.319  -0.22
C  1.361  -2.202  -2.639  -0.21
H  1.138  -3.183  -3.034  0.21
H  0.334  -1.236  -4.219  0.22
O  0.753  1.318  -3.469  -0.49
C  0.190  1.212  -4.757  -0.19
C  1.145  0.677  -5.816  0.77
O  0.797  0.361  -6.923  -0.60
O  2.394  0.622  -5.363  -0.50
C  3.401  0.136  -6.240  -0.27
H  4.032  0.970  -6.550  0.19
H  2.941  -0.325  -7.116  0.21
H  3.992  -0.592  -5.687  0.20
H  -0.081  2.235  -5.038  0.23
H  -0.725  0.603  -4.747  0.25
C  2.346  1.625  -1.105  0.79
O  3.206  1.741  -0.263  -0.62
O  1.706  2.676  -1.633  -0.50
C  2.161  3.954  -1.218  -0.26
H  2.293  3.977  -0.135  0.20
H  3.116  4.184  -1.695  0.19
H  1.403  4.667  -1.533  0.19
H  2.954  -0.666  -0.094  0.25
N  1.463  -4.328  -0.758  -0.44
C  0.260  -3.918  -0.287  0.73
O  0.119  -2.815  0.223  -0.68
C  -0.917  -4.856  -0.461  -0.51
C  -2.237  -4.138  -0.178  -0.38
C  -2.546  -3.065  -1.221  -0.40
C  -3.912  -2.429  -0.977  -0.39
H  -4.689  -3.186  -1.105  0.20
H  -3.956  -2.075  0.055  0.20
C  -4.200  -1.269  -1.938  -0.23
N  -3.559  -0.032  -1.524  -0.46
C  -4.104  0.777  -0.548  0.32
C  -3.422  1.853  -0.075  -0.20
C  -3.909  2.750  0.971  0.78
O  -4.974  2.700  1.553  -0.64
O  -2.987  3.690  1.256  -0.52
C  -3.292  4.625  2.293  -0.10
C  -3.825  5.908  1.714  -0.08
C  -5.155  5.989  1.319  -0.19
C  -5.646  7.154  0.757  -0.21
C  -4.813  8.247  0.585  -0.21
C  -3.486  8.170  0.972  -0.23
C  -2.993  7.004  1.530  -0.15
H  -1.957  6.944  1.831  0.20
H  -2.833  9.020  0.838  0.21
H  -5.197  9.158  0.149  0.21
H  -6.681  7.211  0.455  0.21
H  -5.801  5.134  1.455  0.23
H  -4.029  4.173  2.967  0.22
H  -2.350  4.791  2.821  0.20
C  -2.035  2.170  -0.592  -0.07
N  -1.804  1.464  -1.835  -0.61
C  -2.416  0.338  -2.233  0.81
O  -2.044  -0.293  -3.209  -0.68
H  -0.932  1.680  -2.303  0.43
C  -0.974  1.827  0.435  -0.06
C  -0.817  0.522  0.878  -0.14
C  0.142  0.215  1.826  -0.24
C  0.982  1.202  2.325  0.04
C  0.829  2.508  1.871  -0.22
C  -0.146  2.817  0.944  -0.20
H  -0.279  3.837  0.615  0.21
H  1.474  3.280  2.266  0.22
C  2.025  0.895  3.321  -0.09
C  3.365  1.097  3.005  -0.16
C  4.348  0.817  3.937  -0.22
C  4.004  0.354  5.196  -0.22
C  2.672  0.162  5.521  -0.22
C  1.686  0.421  4.584  -0.22
H  0.643  0.274  4.833  0.22
H  2.401  -0.189  6.506  0.21
H  4.772  0.146  5.927  0.21
H  5.387  0.964  3.681  0.21
H  3.625  1.453  2.019  0.24
H  0.242  -0.804  2.166  0.21
H  -1.441  -0.266  0.484  0.21
H  -1.970  3.245  -0.809  0.22
C  -5.486  0.433  -0.093  -0.69
H  -5.543  -0.588  0.274  0.23
H  -6.183  0.539  -0.924  0.23
H  -5.788  1.109  0.698  0.28
H  -5.275  -1.110  -2.039  0.20
H  -3.794  -1.509  -2.924  0.25
H  -1.771  -2.298  -1.187  0.22
H  -2.529  -3.506  -2.220  0.19
H  -2.182  -3.674  0.808  0.21
H  -3.043  -4.875  -0.164  0.20
H  -0.785  -5.693  0.227  0.26
H  -0.931  -5.241  -1.483  0.21
C  1.783  -5.701  -1.073  -0.23
H  0.893  -6.222  -1.423  0.22
H  2.532  -5.716  -1.870  0.21
C  2.346  -6.457  0.135  -0.08
O  1.319  -6.610  1.091  -0.56
C  1.730  -7.339  2.220  -0.24
H  2.007  -8.365  1.947  0.17
H  2.585  -6.863  2.712  0.17
H  0.883  -7.361  2.902  0.19
H  3.193  -5.908  0.566  0.20
H  2.705  -7.445  -0.194  0.17
H  3.332  -3.806  -1.469  0.23
H  1.564  -2.405  1.253  0.44
H  3.985  -2.258  2.916  0.22
H  2.329  -1.824  3.384  0.21
H  1.822  -4.360  3.333  0.19
H  3.565  -4.598  3.157  0.21
H  3.795  -3.179  5.320  0.20
H  3.216  -4.837  5.480  0.20
H  1.857  -3.287  6.856  0.21
H  0.875  -4.042  5.600  0.20
H  1.416  -2.373  5.415  0.20

The value obtained for the HOMO energy is -8.346 eV. As for the total energy: -82347.1951 eV. The lowest unoccupied orbital energy is 0.60 eV.